Record 1
{"formula": "N3O9Rb", "method": "ωB97M-V with the def2-TZVPD basis set", "charge": -2, "orbital_gap_ev": 3.841, "max_force_ev_per_a": 6.58, "species": ["Rb", "N", "O", "O", "O", "N", "O", "O", "O", "N", "O", "O", "O"], "xyz": [[-3.2016, 0.3922, 0.5173], [0.0785, 0.0772, 0.3511], [0.2372, -0.4091, -0.7466], [-0.4976, -0.6479, 1.2715], [0.2835, 1.1928, 0.5792], [2.4105, -1.8626, 2.0013], [2.3467, -2.5140, 1.0030], [1.5393, -1.9324, 2.8936], [3.3673, -1.0763, 2.2799], [-1.6526, 1.6661, -2.5969], [-1.8531, 1.0664, -3.6628], [-2.5233, 1.9809, -1.7186], [-0.5349, 2.0667, -2.1720]], "mulliken_charge": [0.956, 0.772, -0.555, -0.663, -0.523, 0.964, -0.624, -0.633, -0.716, 0.888, -0.656, -0.723, -0.489]}

Record 2
{"formula": "NO3S2", "method": "ωB97M-V with the def2-TZVPD basis set", "charge": -1, "orbital_gap_ev": [7.728, 7.729], "max_force_ev_per_a": 1.86, "species": ["N", "O", "O", "O", "S", "S"], "xyz": [[0.6044, 0.6581, -1.0991], [0.5681, -2.0955, 0.7146], [1.0077, 2.8367, 0.1300], [-1.7175, -1.8614, -0.1293], [0.1101, 1.6798, -0.1314], [-0.5727, -1.2176, 0.5152]], "mulliken_charge": [-0.473, -0.429, -0.592, -0.467, 0.314, 0.647]}

Record 3
{"formula": "NO4S", "method": "ωB97M-V with the def2-TZVPD basis set", "charge": -1, "orbital_gap_ev": [7.169, 7.183], "max_force_ev_per_a": 4.48, "species": ["N", "O", "O", "O", "O", "S"], "xyz": [[-1.0260, 0.0611, 0.2667], [3.0073, -0.3855, -0.5349], [-1.8085, -0.2460, 1.1566], [-1.3981, 0.3107, -0.8277], [0.1674, 0.0844, 0.5324], [1.7861, 0.0714, -1.1654]], "mulliken_charge": [1.150, -0.421, -0.680, -0.668, -0.633, 0.252]}

E, record by record: -23542.677, -29303.237, -20511.638 eV
Energy above the lowest of the compared OMol25 structures with the same formula, charge and spin, record by record: 3.130, 0.413, 3.168 eV